# 1
Below is a molecular structure, C8H8BNO13PS at a distorted geometry, with properties calculated with ωB97M-V/def2-TZVPD.

Calculated values
DFT total energy: -2107.035737 Ha
net charge: -1
Kohn-Sham gap: 8.69 eV

Geometry (Å):
1 N 1.954 -1.710 3.451
2 C 1.250 -1.618 2.494
3 O 0.721 -1.497 1.174
4 O -0.491 -0.850 1.347
5 P -0.188 0.861 1.446
6 O -1.328 1.639 0.796
7 O -0.133 1.252 3.128
8 O 1.351 1.236 0.833
9 C 1.390 2.526 0.164
10 C 1.083 3.790 1.101
11 C 2.389 4.335 1.905
12 S 3.371 5.329 0.653
13 H -0.583 2.130 3.250
14 H 2.480 2.656 -0.210
15 H 0.750 2.565 -0.800
16 H 0.724 4.636 0.393
17 H 0.239 3.641 1.855
18 H 3.010 3.499 2.371
19 H 1.993 5.084 2.695
20 H 4.301 6.134 1.325
21 B -1.869 -3.510 -2.260
22 O -2.271 -2.097 -2.351
23 C -2.036 -1.543 -1.160
24 O -2.255 -0.389 -0.892
25 C -1.479 -2.553 -0.249
26 O -1.154 -2.378 0.907
27 O -1.375 -3.718 -0.886
28 O -3.005 -4.401 -2.552
29 C -2.658 -5.152 -3.599
30 O -3.365 -5.991 -4.098
31 C -1.300 -4.793 -4.032
32 O -0.694 -5.285 -4.951
33 O -0.823 -3.824 -3.248

---

# 2
Below is 2 unconnected molecules or ions with the total composition H4N2O3Si at a distorted geometry, with properties calculated with ωB97M-V/def2-TZVPD.

Calculated values
DFT total energy: -627.046623 Ha
net charge: 0
energy above the lowest of the compared OMol25 structures with the same formula, charge and spin: 45.2 kcal/mol
Kohn-Sham gap: 10.10 eV

Geometry (Å):
1 N -1.094 -1.032 0.487
2 N 0.986 0.062 -1.030
3 O 1.391 -1.021 -1.398
4 O 0.997 1.029 -1.762
5 O -0.490 1.627 0.641
6 Si 0.105 0.154 0.606
7 H -1.822 -1.165 1.148
8 H -1.175 -1.725 -0.328
9 H -0.595 1.944 -0.374
10 H 1.697 0.126 2.009